{
  "formula": "C36H70ClNO14PS",
  "method": "ωB97M-V with the def2-TZVPD basis set",
  "elements": ["O", "S", "O", "Cl", "C", "C", "C", "C", "P", "C", "C", "C", "C", "C", "C", "C", "C", "C", "C", "C", "C", "N", "C", "C", "C", "C", "H", "H", "H", "H", "H", "H", "H", "H", "H", "H", "H", "H", "H", "H", "H", "H", "H", "H", "H", "H", "H", "H", "H", "H", "H", "H", "H", "H", "H", "H", "H", "H", "H", "H", "H", "H", "H", "H", "C", "C", "O", "C", "O", "O", "C", "H", "H", "H", "H", "H", "H", "H", "H", "C", "C", "O", "C", "O", "O", "C", "H", "H", "H", "H", "H", "H", "H", "H", "C", "C", "O", "C", "O", "O", "C", "H", "H", "H", "H", "H", "H", "H", "H", "C", "C", "O", "C", "O", "O", "C", "H", "H", "H", "H", "H", "H", "H", "H"],
  "coordinates": [[7.6180, -3.3268, -0.3992], [7.0341, -3.2722, -1.7813], [8.0234, -2.9619, -2.8693], [6.0093, -5.0455, -2.2670], [5.7268, -1.9286, -1.7714], [6.1946, -0.5945, -1.0123], [5.4026, 0.6664, -1.6760], [3.8115, 0.4038, -1.7792], [2.7679, 1.9210, -1.2647], [0.9557, 1.3234, -1.3678], [0.0050, 1.9358, -0.2239], [-0.8750, 3.1984, -0.6716], [-1.5974, 3.0511, -2.0958], [-2.7721, 1.9351, -2.1222], [-4.2516, 2.5778, -1.9483], [-5.3539, 1.9350, -2.9214], [-6.2736, 0.8225, -2.1658], [-6.0923, -0.6457, -2.8383], [-7.1053, -1.6457, -2.0844], [-6.6179, -3.1756, -2.0423], [-5.9212, -3.6069, -0.6335], [-5.3589, -2.4045, 0.0578], [-4.1858, -1.6240, -0.2756], [-4.0647, -0.4512, 0.7259], [-5.2431, -0.5546, 1.7446], [-5.9805, -1.8263, 1.2344], [5.3927, -1.6656, -2.8388], [4.8288, -2.3984, -1.2152], [5.9089, -0.6427, 0.1076], [7.3375, -0.4324, -1.0185], [5.8935, 0.8020, -2.7156], [5.6695, 1.6316, -1.1001], [3.4653, -0.4978, -1.1714], [3.6080, 0.1424, -2.8867], [3.1632, 2.2208, 0.0763], [3.0692, 2.9493, -2.2182], [0.5634, 1.4266, -2.4333], [1.0195, 0.1853, -1.1614], [0.7094, 2.3076, 0.6189], [-0.6011, 1.0822, 0.2515], [-0.3241, 4.2026, -0.6471], [-1.7228, 3.2935, 0.1121], [-2.1252, 4.0603, -2.3055], [-0.8509, 2.9290, -2.9737], [-2.5731, 1.0816, -1.3820], [-2.7434, 1.4668, -3.1751], [-4.2442, 3.7132, -2.1503], [-4.5590, 2.4561, -0.8463], [-4.9394, 1.5407, -3.9170], [-6.0814, 2.7880, -3.2103], [-6.0183, 0.7861, -1.0446], [-7.3785, 1.0973, -2.2516], [-6.3703, -0.5059, -3.9546], [-5.0017, -0.9855, -2.8268], [-7.3751, -1.2086, -1.0529], [-8.0930, -1.6071, -2.6887], [-7.5431, -3.8377, -2.2390], [-5.9180, -3.3534, -2.9339], [-5.1037, -4.3846, -0.8872], [-6.7501, -4.1192, -0.0164], [-3.4945, -1.8385, -1.1611], [-3.2781, 0.3765, 0.7400], [-5.5109, 0.1197, 2.6180], [-6.8963, -2.1408, 1.8271], [7.4628, 5.1696, 3.0089], [5.9507, 5.1215, 3.1213], [5.4195, 3.9407, 2.4999], [5.5717, 2.8014, 3.1943], [6.1010, 2.6892, 4.2710], [5.0561, 1.7940, 2.4632], [5.2517, 0.5024, 3.0412], [7.7732, 5.0723, 1.9651], [7.8492, 6.1092, 3.4083], [7.9299, 4.3481, 3.5562], [5.5219, 5.9735, 2.5885], [5.6194, 5.1904, 4.1612], [4.8759, 0.4647, 4.0654], [6.3112, 0.2378, 3.0106], [4.6960, -0.2218, 2.4430], [-12.6931, -5.2392, 2.4072], [-11.9049, -5.2411, 1.1108], [-11.7393, -3.9113, 0.6014], [-10.8239, -3.1588, 1.2319], [-10.1412, -3.5027, 2.1685], [-10.8165, -1.9427, 0.6607], [-9.9594, -1.0071, 1.3113], [-13.6467, -4.7214, 2.2750], [-12.8863, -6.2605, 2.7420], [-12.1549, -4.7156, 3.2003], [-12.4595, -5.7984, 0.3522], [-10.9343, -5.7317, 1.2275], [-8.9434, -1.3958, 1.4016], [-10.3630, -0.7540, 2.2945], [-9.9281, -0.0999, 0.7066], [0.8252, -6.3363, -2.5917], [0.0412, -5.6232, -1.5051], [-1.2874, -5.3102, -1.9410], [-2.1468, -6.3436, -1.9713], [-1.8977, -7.4843, -1.6657], [-3.3268, -5.8930, -2.4303], [-4.3033, -6.9179, -2.6152], [0.8169, -5.7527, -3.5163], [1.8600, -6.4936, -2.2796], [0.3878, -7.3087, -2.8268], [0.5261, -4.6707, -1.2766], [0.0148, -6.2032, -0.5782], [-4.4437, -7.5016, -1.7032], [-4.0102, -7.5654, -3.4446], [-5.2501, -6.4386, -2.8674], [13.2039, 8.6900, 2.5908], [11.9700, 8.5132, 3.4559], [11.2754, 7.3021, 3.1291], [11.8371, 6.1706, 3.5858], [12.8515, 6.0915, 4.2353], [11.0897, 5.1341, 3.1677], [11.6391, 3.8584, 3.4943], [12.9404, 8.6332, 1.5314], [13.6778, 9.6537, 2.7883], [13.9380, 7.9034, 2.7780], [11.2740, 9.3331, 3.2636], [12.2151, 8.5401, 4.5214], [11.8450, 3.7766, 4.5635], [12.5480, 3.6851, 2.9135], [10.9053, 3.0974, 3.2251]],
  "atomic_forces_ev_per_a": [[-2.3, -0.3, -3.4], [4.3, 2.0, 0.5], [-3.2, -1.1, 2.5], [0.5, 1.2, 0.4], [-1.2, 0.1, 0.4], [-0.3, 0.4, 0.7], [1.4, -0.2, 0.0], [0.7, 0.1, -0.9], [-0.5, -2.5, -1.1], [-0.2, -0.8, 0.6], [0.8, 0.8, 0.5], [-1.1, -0.2, -0.1], [-0.6, 0.5, 0.2], [0.2, 0.3, -1.1], [0.3, -0.1, 0.1], [-1.3, 0.5, 0.7], [0.7, -0.5, -0.7], [-0.7, 1.0, 0.3], [-0.5, 0.1, -0.9], [-0.5, 0.2, -0.2], [-0.5, -0.4, -1.6], [0.6, 2.1, 2.7], [-0.8, 2.4, 2.8], [-2.6, -2.8, -0.3], [0.9, -4.0, -4.7], [2.2, 3.5, 1.1], [0.8, -0.8, 1.4], [1.5, 0.6, -0.9], [0.4, -0.2, -1.8], [-1.9, -0.2, -0.3], [-1.2, -0.1, 1.5], [-0.5, -1.6, -0.7], [0.4, 1.4, -0.5], [-0.2, 0.6, 1.8], [-0.2, 0.2, -0.7], [-0.1, -0.3, 0.9], [0.6, 0.1, 1.4], [0.2, 1.8, -0.4], [-1.2, -0.7, -1.1], [0.7, 1.4, -1.0], [-0.4, -1.6, 0.0], [1.4, -0.1, -1.2], [1.0, -1.6, 0.3], [-1.1, 0.0, 1.5], [-0.4, 1.3, -0.9], [-0.1, 0.6, 1.6], [0.3, -1.7, 0.3], [0.2, 0.2, -1.7], [-0.3, 0.5, 1.6], [1.3, -1.3, 0.4], [-0.3, -0.1, -1.7], [1.5, -0.3, 0.1], [0.3, -0.5, 1.7], [-1.5, 0.4, 0.3], [0.6, -0.9, -1.4], [1.5, -0.1, 1.0], [1.5, 0.8, 0.5], [-0.8, 0.3, 1.4], [-1.2, 1.4, 0.8], [1.6, 1.1, -0.5], [-1.4, 0.1, 1.6], [-1.2, -1.5, -0.2], [0.4, -1.2, -1.4], [1.3, -0.4, -1.6], [0.1, -0.3, 0.0], [0.5, 0.7, 0.3], [-0.4, -0.7, 0.0], [0.5, 0.5, 0.2], [-0.4, -0.1, -0.6], [-0.1, 0.2, -0.1], [0.1, -0.5, 0.2], [-0.1, 0.2, 0.0], [0.0, -0.1, -0.1], [-0.1, 0.1, 0.1], [-0.1, -0.3, -0.1], [0.0, -0.2, -0.1], [0.2, 0.1, -0.1], [-0.1, 0.1, 0.2], [0.0, 0.3, -0.1], [0.0, 0.3, 0.2], [-0.2, -0.6, 0.3], [0.5, 0.4, 0.0], [-0.3, -0.1, 0.1], [-0.1, 0.2, -0.5], [0.0, -0.4, 0.1], [0.2, 0.4, 0.1], [0.0, -0.2, -0.1], [0.0, 0.1, -0.1], [0.1, -0.1, -0.1], [0.1, 0.3, -0.1], [0.0, 0.2, 0.1], [-0.2, 0.0, 0.1], [0.2, -0.1, 0.0], [-0.2, -0.2, -0.1], [-0.1, -0.2, -0.2], [0.5, -0.3, 0.0], [-0.4, 0.0, 0.1], [0.1, -0.2, -0.1], [-0.1, 0.6, -0.1], [0.4, 0.1, 0.3], [-0.4, -0.3, -0.1], [0.1, 0.1, 0.1], [-0.1, 0.0, 0.0], [0.0, 0.1, 0.2], [-0.3, 0.1, -0.1], [-0.2, 0.0, -0.2], [0.2, 0.0, -0.1], [0.0, 0.0, 0.2], [0.2, 0.2, 0.0], [0.2, -0.3, -0.1], [0.4, 0.6, 0.0], [-0.1, -0.5, 0.2], [0.2, 0.2, -0.1], [-0.6, 0.0, -0.2], [0.0, 0.3, 0.1], [0.1, -0.5, 0.1], [-0.1, 0.1, 0.1], [-0.1, 0.0, 0.0], [-0.1, 0.1, 0.1], [-0.1, -0.3, 0.0], [0.0, -0.2, -0.1], [0.1, 0.1, -0.2], [0.0, 0.0, 0.2], [-0.1, 0.3, -0.1]],
  "mulliken_charge": [-0.502, 1.009, -0.519, -0.172, -0.694, -0.402, -0.708, -0.580, 0.207, -0.608, -0.470, -0.645, -0.917, 0.006, -0.478, -0.988, -0.318, -0.646, -0.314, -0.606, -0.428, 0.307, -0.431, -0.263, -0.989, -0.296, 0.340, 0.420, 0.106, 0.408, 0.338, 0.407, 0.322, 0.410, 0.159, 0.212, 0.431, 0.315, 0.452, 0.171, 0.320, 0.291, 0.393, 0.329, -0.252, 0.353, 0.487, 0.181, 0.435, 0.301, 0.088, 0.367, 0.435, 0.153, 0.000, 0.458, 0.371, 0.245, 0.077, 0.290, 0.427, 0.350, 0.315, 0.525, -0.995, -0.331, -0.301, 0.646, -0.547, -0.212, -0.768, 0.283, 0.387, 0.307, 0.290, 0.335, 0.356, 0.342, 0.205, -1.095, -0.153, -0.361, 0.771, -0.558, -0.334, -0.314, 0.294, 0.359, 0.306, 0.292, 0.287, -0.041, 0.331, 0.223, -1.087, -0.179, -0.328, 0.759, -0.552, -0.301, -0.735, 0.296, 0.332, 0.325, 0.248, 0.322, 0.336, 0.366, 0.204, -1.100, -0.195, -0.328, 0.727, -0.549, -0.277, -0.709, 0.288, 0.361, 0.316, 0.293, 0.312, 0.339, 0.328, 0.198],
  "homo_lumo_gap_ev": 6.356,
  "largest_force_ev_per_a": 6.3,
  "e_tot_ha": -3721.078587,
  "total_charge": 1
}